Record 1
A 9-piece molecular cluster, C27H79O30P7 overall in a non-equilibrium geometry, computed with ωB97M-V with the def2-TZVPD basis set.

The HOMO energy is -9.622 eV. The gap between HOMO and LUMO is 10.126 eV. Its structure (SMILES) is COP(=O)(OC)OC.COP(=O)(OC)OC.COP(=O)(OC)OC.COP(=O)(OC)OC.COP(=O)(OC)OC.COP(=O)(OC)OC.COP(=O)(OC)OC.CC(C)O.CC(C)O.

Last column: Mulliken charge in e.
Atoms and positions in Å:
C (-4.0942, -2.3509, 0.6226)  -0.890
O (-2.6779, -2.5358, 0.6007)  0.633
P (-1.8379, -3.2937, 1.7312)  -0.715
O (-0.5451, -2.6720, 1.8475)  0.563
O (-2.5588, -3.2732, 3.1141)  -0.443
C (-2.5853, -1.9833, 3.8563)  -0.781
O (-1.9284, -4.8019, 1.3140)  -0.218
C (-1.5067, -5.7732, 2.2557)  -0.631
H (-4.5834, -2.8845, -0.2426)  0.183
H (-4.2608, -1.3159, 0.5637)  0.071
H (-4.4508, -2.7206, 1.5902)  0.460
H (-2.9548, -2.2733, 4.8109)  0.445
H (-3.2852, -1.2396, 3.3994)  0.189
H (-1.5514, -1.5809, 3.9446)  0.135
H (-2.0252, -5.7254, 3.2110)  0.319
H (-0.3854, -5.6682, 2.3500)  0.053
H (-1.6945, -6.7429, 1.7785)  0.248
C (1.9384, -4.0133, 4.0956)  -0.204
O (2.4990, -3.4282, 5.2263)  -0.435
P (1.9883, -2.0261, 5.7592)  0.511
O (2.4751, -1.6551, 7.0634)  -0.784
O (0.3876, -2.0595, 5.6057)  0.507
C (-0.3671, -2.6873, 6.7728)  -0.849
O (2.3435, -1.0122, 4.5915)  0.010
C (3.6748, -0.8540, 3.9834)  -0.505
H (0.8951, -3.8058, 4.2134)  0.000
H (1.9804, -5.0899, 4.1325)  0.368
H (2.3056, -3.6037, 3.1236)  0.127
H (-1.3231, -3.1093, 6.3660)  0.196
H (-0.4780, -1.9171, 7.5136)  0.284
H (0.1530, -3.4811, 7.2176)  0.431
H (4.1200, -0.0452, 4.4909)  0.328
H (3.5574, -0.7449, 2.8698)  -0.109
H (4.2529, -1.8002, 4.1170)  0.371
C (-3.1494, 0.9014, -4.1306)  -0.451
O (-3.6275, 1.4152, -2.8569)  -0.415
P (-3.8125, 0.3086, -1.6496)  0.576
O (-3.7905, -1.1129, -2.0741)  -0.762
O (-5.1688, 0.8052, -1.0661)  -0.324
C (-5.3762, 2.1565, -0.5647)  -0.581
O (-2.7147, 0.5763, -0.5519)  0.678
C (-1.3079, 0.2201, -0.8003)  0.882
H (-3.7601, 1.2981, -4.9759)  0.294
H (-3.0767, -0.1994, -4.0632)  0.237
H (-2.0589, 1.1406, -4.1675)  0.039
H (-5.9028, 2.7762, -1.3339)  0.253
H (-4.5054, 2.7774, -0.2779)  0.159
H (-6.0805, 2.0099, 0.2576)  0.271
H (-1.1857, -0.7534, -1.2396)  0.019
H (-0.7130, 0.1456, 0.1022)  -0.300
H (-0.9161, 0.9530, -1.4675)  -0.552
C (4.3065, 3.1216, -3.0511)  -0.257
O (4.0594, 3.9187, -4.1736)  -0.278
P (3.9806, 5.4752, -4.0757)  1.105
O (4.1994, 6.1624, -2.7783)  -0.720
O (4.9829, 5.9309, -5.2059)  -0.307
C (6.0581, 6.7916, -4.9812)  -0.656
O (2.5862, 5.7226, -4.7944)  -0.351
C (1.6464, 6.6689, -4.1842)  -0.458
H (4.3771, 3.7356, -2.1178)  0.302
H (5.2566, 2.5661, -3.2073)  0.296
H (3.5042, 2.3303, -2.9789)  -0.154
H (5.9476, 7.7196, -5.5077)  0.257
H (6.9173, 6.3387, -5.5117)  0.225
H (6.2182, 6.9431, -3.9332)  0.324
H (0.6462, 6.1815, -4.3448)  0.106
H (1.7522, 7.5600, -4.6786)  0.443
H (1.9607, 6.7934, -3.1645)  0.120
C (-1.5453, 4.9875, 1.1638)  -0.304
O (-1.0599, 5.3411, -0.1345)  -0.412
P (-0.1654, 4.2397, -0.9750)  0.163
O (0.2010, 2.9975, -0.2679)  0.036
O (-1.0071, 4.0659, -2.3149)  -0.325
C (-0.3486, 3.3632, -3.3979)  0.357
O (1.1744, 5.0357, -1.4110)  0.188
C (1.9921, 5.6778, -0.3364)  -0.884
H (-2.4498, 5.5889, 1.3442)  0.384
H (-0.8106, 5.2865, 1.9585)  0.255
H (-1.8829, 3.9816, 1.3451)  -0.141
H (-0.3488, 2.3011, -3.1638)  -0.616
H (0.7278, 3.6942, -3.4770)  -0.104
H (-0.8058, 3.5543, -4.3901)  0.449
H (1.4120, 6.1814, 0.4225)  0.366
H (2.6859, 6.3686, -0.7958)  0.277
H (2.6305, 4.9218, 0.0730)  0.276
C (1.7247, -5.4837, -0.1160)  -0.866
O (1.0673, -4.7706, -1.1533)  0.291
P (-0.0004, -5.5569, -2.0134)  0.837
O (-0.7795, -6.5265, -1.2672)  -0.836
O (-0.7956, -4.4063, -2.7466)  -0.121
C (-2.0480, -3.8401, -2.2531)  0.004
O (0.8056, -6.1519, -3.2289)  -0.359
C (0.1277, -7.1355, -4.0053)  -0.762
H (2.4705, -6.1103, -0.5121)  0.405
H (1.0356, -6.0347, 0.5155)  0.337
H (2.1902, -4.7689, 0.4880)  0.091
H (-2.4188, -3.2286, -3.0739)  0.206
H (-1.7262, -3.2632, -1.4399)  -0.253
H (-2.6800, -4.6988, -1.8976)  0.327
H (-0.8397, -6.7073, -4.3491)  0.298
H (-0.0057, -8.0656, -3.3769)  0.254
H (0.6603, -7.5078, -4.9302)  0.234
C (0.3863, 1.8504, 5.0063)  -0.445
O (-0.8606, 2.2894, 5.6269)  -0.371
P (-2.1823, 1.8210, 4.9242)  0.191
O (-2.6304, 0.4461, 5.0914)  -0.384
O (-3.1421, 2.9308, 5.5169)  -0.371
C (-4.1991, 2.6365, 6.4171)  -0.661
O (-1.9238, 2.1598, 3.4133)  0.298
C (-2.6455, 1.5701, 2.3714)  0.255
H (0.4880, 2.2638, 4.0430)  0.295
H (0.3980, 0.8045, 4.9079)  0.091
H (1.1568, 2.1953, 5.6700)  0.347
H (-4.8672, 1.8644, 5.9746)  0.267
H (-4.7005, 3.5735, 6.6264)  0.224
H (-3.7999, 2.1747, 7.3157)  0.313
H (-2.0450, 1.4742, 1.4649)  -0.346
H (-3.4156, 2.2773, 2.1125)  0.352
H (-3.0631, 0.6596, 2.6970)  -0.143
C (1.4912, 0.1203, -4.0498)  -1.070
C (0.8138, -1.0260, -4.8134)  0.320
C (1.2025, -2.3961, -4.3212)  -1.542
O (-0.6289, -0.8688, -4.5582)  -0.387
H (1.1281, 0.2021, -3.0331)  -0.034
H (1.2501, 1.0856, -4.5305)  0.427
H (2.5869, 0.0865, -3.9558)  0.503
H (0.9764, -0.9182, -5.8451)  0.281
H (0.6407, -3.2186, -4.6552)  0.668
H (1.0738, -2.4385, -3.2052)  0.129
H (2.2053, -2.7629, -4.6119)  0.432
H (-1.0652, -1.7294, -4.6708)  0.224
C (1.8678, -0.0825, 0.4393)  -1.573
C (1.9713, -1.4355, -0.2205)  3.107
C (3.2352, -1.5302, -1.0762)  -1.531
O (2.0175, -2.4101, 0.7910)  -0.603
H (2.6747, 0.0758, 1.0964)  0.202
H (1.0480, -0.1968, 1.2094)  0.006
H (1.7321, 0.7583, -0.1944)  0.568
H (1.1066, -1.5926, -0.8575)  -1.087
H (4.0908, -0.9825, -0.6279)  0.353
H (3.0763, -1.1089, -2.0360)  0.071
H (3.4985, -2.5809, -1.1853)  0.309
H (1.1349, -2.5817, 1.1087)  0.373


Record 2
C10H10Br2Pb as an isolated structure in a non-equilibrium geometry, computed with ωB97M-V with the def2-TZVPD basis set.

The HOMO energy is 0.061 eV. As for the net charge: -2. The gap between HOMO and LUMO is 5.143 eV.

Last column: Mulliken charge in e.
Atoms and positions in Å:
C (0.2839, 1.7320, 1.4831)  -0.527
C (-0.9277, 1.0491, 1.8236)  -0.540
C (-0.5778, -0.3001, 2.2512)  -0.546
H (-1.9443, 1.4360, 1.7181)  0.362
C (0.8525, -0.4461, 2.1278)  -0.455
C (1.3886, 0.8108, 1.6488)  -0.610
H (2.4340, 1.0015, 1.3887)  0.405
H (0.3588, 2.7544, 1.0987)  0.446
H (-1.2818, -1.0989, 2.4941)  0.419
H (1.4143, -1.3681, 2.2819)  0.426
Pb (0.0019, -0.2196, -0.1528)  0.657
Br (0.1104, 1.5709, -1.8929)  -0.456
C (2.6992, 2.2093, -4.4772)  -0.481
C (3.8367, 2.3613, -3.6264)  -0.524
C (3.6979, 3.5960, -2.9201)  -0.554
H (4.6607, 1.6657, -3.5356)  0.364
C (2.4748, 4.2071, -3.3350)  -0.477
C (1.8569, 3.3499, -4.2971)  -0.654
H (0.9189, 3.5342, -4.8033)  0.373
H (2.5091, 1.3785, -5.1437)  0.327
H (4.3986, 3.9999, -2.2004)  0.365
H (2.0854, 5.1545, -2.9851)  0.337
Br (-2.5380, -0.7410, 0.0343)  -0.655


Record 3
C26H34F2N2O2PPdS as an isolated structure in a non-equilibrium geometry, computed with ωB97M-V with the def2-TZVPD basis set.

The HOMO energy (spin up / spin down) is -0.510 / -0.512 eV. As for the net charge: -1. The gap between HOMO and LUMO (spin up / spin down) is 2.901 / 2.902 eV.

Last column: Mulliken charge in e.
Atoms and positions in Å:
Pd (1.0455, -1.0766, 1.5635)  -0.783
F (-0.6630, 0.9493, 2.6826)  -0.341
C (0.6127, 0.2999, 2.9697)  0.036
F (0.5782, 0.0210, 4.2737)  -0.311
H (1.4385, 1.0825, 2.8727)  -0.001
O (-3.5958, 4.2974, 1.2287)  -0.702
S (-2.7476, 3.5574, 0.3212)  0.701
C (-3.2784, 3.9227, -1.3485)  0.499
C (-2.3996, 3.7553, -2.4295)  -0.361
C (-2.8313, 4.1050, -3.6945)  -0.437
C (-4.1939, 4.4584, -3.9016)  -0.342
C (-5.0529, 4.4119, -2.8608)  -0.518
C (-4.5970, 4.3398, -1.5527)  -0.475
C (-1.1491, 4.3963, 0.2726)  -0.063
C (-1.1196, 5.7458, 0.3744)  -0.448
C (0.1275, 6.3777, 0.2596)  -0.414
C (1.3086, 5.6541, 0.1543)  -0.500
C (1.2431, 4.2490, 0.1646)  -0.714
C (-0.0028, 3.6317, 0.1220)  -0.062
H (-1.3774, 3.3617, -2.2455)  0.258
H (-2.1238, 4.0485, -4.5476)  0.326
H (-4.5915, 4.6904, -4.9028)  0.322
H (-6.1327, 4.4971, -3.0567)  0.327
H (-5.1945, 4.7371, -0.7338)  0.407
H (-2.0002, 6.3659, 0.5039)  0.414
H (0.0774, 7.4828, 0.3163)  0.298
H (2.2282, 6.2214, 0.0759)  0.385
H (2.1486, 3.6529, 0.1226)  0.483
H (-0.1630, 2.5626, -0.0211)  0.602
C (3.0038, -3.3583, -1.4023)  -1.236
N (3.1226, -2.3015, -0.4005)  0.673
C (3.4751, -2.7785, 0.9520)  -0.997
C (2.7597, -0.9575, -0.6852)  0.474
O (2.3151, -0.1005, 0.1937)  -0.762
N (2.8720, -0.5833, -1.9961)  0.154
C (4.2314, -0.7702, -2.6317)  -0.995
C (2.2482, 0.7630, -2.1719)  -1.061
H (2.4162, -4.2252, -1.0586)  0.345
H (3.9822, -3.7403, -1.7498)  0.263
H (2.4728, -2.8813, -2.2519)  0.417
H (4.5343, -2.5980, 1.1462)  0.265
H (3.1956, -3.8431, 1.1092)  0.358
H (2.9386, -2.1251, 1.7156)  0.243
H (4.8905, -1.2797, -1.9123)  0.309
H (4.6537, 0.1296, -3.1482)  0.350
H (4.0243, -1.4612, -3.4556)  0.327
H (1.1712, 0.7673, -1.9254)  0.276
H (2.2716, 1.0762, -3.2412)  0.423
H (2.7056, 1.5405, -1.4868)  0.298
C (-1.8075, -1.9065, 0.9957)  -1.565
P (-0.5897, -2.4302, 2.2280)  1.690
C (-1.4597, -2.3615, 3.7698)  -1.546
C (-0.6238, -4.2364, 1.8305)  0.337
C (-0.5829, -4.6667, 0.5182)  -0.491
C (-0.4459, -6.0168, 0.1567)  -0.568
C (-0.4367, -6.9560, 1.1624)  -0.446
C (-0.5658, -6.5658, 2.5250)  -0.515
C (-0.6315, -5.2158, 2.8451)  -0.495
H (-1.3567, -1.7485, 0.0261)  0.324
H (-2.2285, -0.9398, 1.2207)  0.387
H (-2.6443, -2.6269, 0.9507)  0.443
H (-2.1273, -3.2286, 3.8374)  0.539
H (-2.1074, -1.4944, 3.8415)  0.363
H (-0.7498, -2.3537, 4.5716)  0.337
H (-0.5871, -3.9181, -0.2978)  0.089
H (-0.3108, -6.2318, -0.8942)  0.423
H (-0.4644, -8.0130, 0.9079)  0.305
H (-0.5197, -7.2798, 3.3348)  0.375
H (-0.6395, -4.8817, 3.8874)  0.305


Record 4
C2H5N5O as an isolated structure in a non-equilibrium geometry, computed with ωB97M-V with the def2-TZVPD basis set.

The HOMO energy is -8.512 eV. The gap between HOMO and LUMO is 8.709 eV.

Last column: Mulliken charge in e.
Atoms and positions in Å:
C (1.0190, 1.1332, 0.4504)  0.492
C (0.0428, -0.8871, -0.1818)  0.306
H (-2.3702, -0.3172, -0.4123)  0.283
H (-1.9934, -0.5718, -1.9270)  0.307
H (1.5920, 2.6777, 1.6022)  0.374
H (1.3952, -0.8993, 1.4856)  0.363
H (0.2297, -2.6743, -0.1644)  0.278
N (-1.8614, 0.2701, -1.1867)  -0.784
N (-0.5378, 0.2999, -0.7518)  0.562
N (0.0508, 1.5354, -0.2415)  -0.652
N (1.2737, -0.3741, 0.2631)  -0.426
N (-0.5879, -1.9297, -0.3328)  -0.631
O (1.7476, 1.7372, 1.3969)  -0.473


Record 5
A single C6H10N2 molecule in a non-equilibrium geometry, computed with ωB97M-V with the def2-TZVPD basis set.

The HOMO energy is -7.823 eV. The gap between HOMO and LUMO is 8.843 eV. Its structure (SMILES) is C[C@@H](N)c1cc[nH]c1.

Last column: Mulliken charge in e.
Atoms and positions in Å:
C (2.2538, -1.1203, -0.2446)  -1.263
C (1.4467, 0.0415, 0.4679)  0.451
N (1.7030, 1.4742, -0.1285)  -0.644
C (-0.0719, -0.1654, 0.0698)  0.325
C (-0.9274, -1.2650, 0.0839)  -0.555
C (-2.2597, -0.6889, -0.1088)  -0.597
N (-2.1806, 0.6501, -0.0654)  0.033
C (-0.8354, 0.9951, -0.0393)  -0.722
H (1.8324, -1.4215, -1.2882)  0.282
H (3.3213, -1.0605, -0.2436)  0.385
H (2.2074, -2.0848, 0.3099)  0.337
H (1.6988, -0.0947, 1.6344)  0.232
H (2.6656, 1.7197, 0.2543)  0.264
H (1.6687, 1.3742, -1.1258)  0.241
H (-0.5550, -2.2718, 0.1060)  0.388
H (-3.2151, -1.1044, 0.1165)  0.338
H (-3.1314, 1.0822, -0.0515)  0.262
H (-0.7857, 2.2090, 0.2718)  0.245


Record 6
An isolated ion of composition C4H12N2 and charge -1 in a non-equilibrium geometry, computed with ωB97M-V with the def2-TZVPD basis set.

The HOMO energy (spin up / spin down) is 1.363 / -4.490 eV. The expectation value of S² is 0.750. As for the spin multiplicity: 2. As for the net charge: -1. The gap between HOMO and LUMO (spin up / spin down) is 3.052 / 8.704 eV.

Last column: Mulliken spin population.
Atoms and positions in Å:
N (-0.5510, 1.7678, 0.4576)  1.076
C (-0.8521, 0.3166, 0.6331)  -0.467
C (-0.0300, -0.1934, 1.8496)  0.535
C (-0.9473, -0.3703, -0.7868)  1.535
N (0.1607, -0.6478, -1.6529)  -0.900
C (1.5363, -0.8108, -1.0797)  1.719
H (-1.0879, 2.2343, -0.2588)  -0.574
H (0.4439, 1.9151, 0.4103)  -0.345
H (-1.9102, 0.3587, 0.9244)  -0.139
H (0.5276, 0.6606, 2.2098)  0.024
H (0.6883, -0.9477, 1.5577)  -0.167
H (-0.7728, -0.6384, 2.4942)  -0.021
H (-1.7694, 0.2074, -1.2215)  -0.028
H (-1.4079, -1.3451, -0.5363)  -0.068
H (0.3595, 0.1539, -2.2488)  -0.401
H (1.9422, -1.7779, -1.3900)  -0.575
H (2.1764, 0.0228, -1.3603)  -0.386
H (1.4936, -0.9058, -0.0015)  0.183